1.
Formula: C33H36BBrN5O3P
Source: the OMol25 dataset
Level of theory: ωB97M-V/def2-TZVPD

Computed properties:
Charge   0
E_LUMO   -1.072 eV
Electronic energy   -4718.86888 Eh
Max |F|   1.8 eV/Å
SMILES   CCP(C)c1cc(B(N)O)c2c(c1)C(=O)c1c(Br)cccc1C2=O.c1cc[nH]c1.c1cc[nH]c1.c1cc[nH]c1.c1cc[nH]c1

Last column: Löwdin charge in e.
Element x y z (Å)
C 2.2852 1.8099 2.4414  -0.147
C 1.5326 2.7226 1.4398  -0.414
P -0.2222 2.2344 1.1511  0.936
C -1.0369 2.2408 2.7991  -0.290
C -0.2390 0.4770 0.6348  -0.345
C -0.5889 0.1810 -0.6798  -0.046
C -0.6109 -1.1273 -1.1711  -0.009
B -1.0664 -1.2661 -2.6943  -0.547
N -0.3548 -1.9295 -3.7159  0.211
O -2.2851 -0.6332 -3.0364  0.074
C -0.2571 -2.1843 -0.3185  -0.038
C 0.0703 -1.8982 1.0151  -0.057
C 0.0750 -0.5874 1.4686  -0.005
C 0.4190 -2.9459 2.0273  -0.293
O 0.9917 -2.6232 3.0344  0.039
C -0.0049 -4.3349 1.7164  -0.105
C -0.0949 -5.3703 2.6499  -0.569
Br 0.2925 -5.1204 4.4951  0.818
C -0.4691 -6.6529 2.2732  -0.117
C -0.7673 -6.9181 0.9433  -0.047
C -0.6822 -5.9111 0.0012  -0.001
C -0.3037 -4.6277 0.3802  -0.070
C -0.1976 -3.6064 -0.7177  -0.270
O -0.0402 -3.9940 -1.8468  0.126
H 2.8875 1.0797 1.9048  0.070
H 1.6066 1.2428 3.0701  0.033
H 2.9632 2.3886 3.0652  0.057
H 2.0678 2.7263 0.4949  0.061
H 1.5142 3.7420 1.8187  0.061
H -0.5081 1.6506 3.5476  0.026
H -2.0459 1.8750 2.6439  0.035
H -1.0668 3.2657 3.1574  0.033
H -0.8479 0.9973 -1.3414  0.097
H -0.3568 -1.4723 -4.6174  0.090
H 0.5649 -2.2582 -3.4620  0.080
H -2.0807 0.2283 -3.4179  0.092
H 0.3505 -0.4059 2.4956  0.103
H -0.5169 -7.4416 3.0047  0.098
H -1.0590 -7.9247 0.6877  0.111
H -0.8827 -6.1004 -1.0413  0.120
N -2.3567 3.0212 -5.0495  -0.007
C -2.3682 4.2650 -4.4755  -0.144
C -3.6695 4.6815 -4.4068  -0.109
C -4.4771 3.6488 -4.9577  -0.106
C -3.6402 2.6379 -5.3419  -0.147
H -1.5343 2.4772 -5.2302  0.135
H -1.4539 4.7429 -4.1685  0.104
H -4.0076 5.6221 -4.0060  0.090
H -5.5493 3.6493 -5.0581  0.092
H -3.8431 1.6832 -5.7971  0.102
N 6.3009 -3.1746 3.4873  -0.005
C 6.2302 -1.9242 4.0376  -0.148
C 4.9115 -1.5560 4.0728  -0.109
C 4.1536 -2.6279 3.5250  -0.096
C 5.0402 -3.6109 3.1749  -0.138
H 7.1460 -3.6920 3.3356  0.140
H 7.1196 -1.4072 4.3550  0.102
H 4.5296 -0.6219 4.4505  0.086
H 3.0826 -2.6690 3.4035  0.061
H 4.8838 -4.5801 2.7328  0.103
N 4.3248 7.5388 1.8883  0.000
C 4.1980 6.7404 0.7847  -0.142
C 4.4024 5.4456 1.1791  -0.119
C 4.6590 5.4635 2.5775  -0.115
C 4.6025 6.7693 2.9849  -0.142
H 4.2292 8.5369 1.8929  0.143
H 3.9747 7.1603 -0.1810  0.105
H 4.3710 4.5803 0.5382  0.087
H 4.8615 4.6151 3.2097  0.086
H 4.7358 7.2147 3.9557  0.105
N -5.9375 -2.2778 -2.5154  0.002
C -5.2312 -1.4165 -3.3109  -0.124
C -6.1240 -0.8090 -4.1533  -0.110
C -7.4179 -1.3175 -3.8490  -0.118
C -7.2692 -2.2224 -2.8335  -0.151
H -5.5389 -2.8608 -1.8040  0.140
H -4.1585 -1.3020 -3.2126  0.080
H -5.8755 -0.0764 -4.9033  0.078
H -8.3483 -1.0489 -4.3213  0.086
H -7.9912 -2.8270 -2.3117  0.101

***

2.
Formula: C56H148N12O8
Source: the OMol25 dataset
Level of theory: ωB97M-V/def2-TZVPD

Computed properties:
Charge   0
E_LUMO   0.635 eV
Electronic energy   -3481.09243 Eh
Max |F|   3.9 eV/Å
SMILES   COC[C@H](C)N.COC[C@H](C)N.COC[C@H](C)N.COC[C@H](C)N.COC[C@H](C)N.COC[C@H](C)N.COC[C@H](C)N.COC[C@H](C)N.CCN(CC)CC.CCN(CC)CC.CCN(CC)CC.CCN(CC)CC

Last column: Löwdin charge in e.
Element x y z (Å)
C 17.0966 13.1139 12.7894  -0.073
C 15.7647 13.7367 13.0465  -0.262
N 15.7760 15.1519 12.7970  -0.218
C 16.1237 15.5277 11.4616  -0.222
C 14.9828 15.0549 10.4254  -0.055
C 14.5757 15.7375 13.2900  -0.289
C 14.6221 17.2308 13.2884  -0.090
H 17.8879 13.8812 12.9130  0.071
H 17.1934 12.7787 11.7786  0.068
H 17.3030 12.2967 13.3899  0.048
H 15.0022 13.2994 12.3630  0.115
H 15.4834 13.6356 14.0851  0.101
H 16.1416 16.6372 11.3928  0.101
H 17.1157 15.3083 11.0895  0.101
H 14.1324 15.6595 10.7040  0.048
H 15.2353 15.1929 9.3688  0.067
H 14.7127 13.9923 10.5356  0.060
H 14.5157 15.3286 14.2889  0.100
H 13.7061 15.4371 12.7406  0.106
H 15.5398 17.6101 13.8007  0.086
H 13.7950 17.7133 13.8400  0.063
H 14.6602 17.7211 12.2859  0.079
C 15.7820 23.0366 20.3060  -0.065
C 14.5458 22.4728 19.5835  -0.286
N 14.4862 21.1589 19.0541  -0.192
C 15.4420 21.0595 17.9672  -0.290
C 15.3048 22.1043 16.9296  -0.115
C 14.6548 20.0437 19.9542  -0.253
C 13.6496 20.1578 21.0740  -0.084
H 16.3313 22.3089 20.8812  0.052
H 15.4935 23.9338 20.8661  0.080
H 16.5831 23.3992 19.6555  0.065
H 13.6839 22.5841 20.1757  0.085
H 14.4067 23.2569 18.8220  0.105
H 16.5246 21.1635 18.3828  0.129
H 15.3789 20.0174 17.5779  0.111
H 14.2424 22.3628 16.6975  0.085
H 15.7481 23.0895 17.2561  0.081
H 15.8481 21.8508 15.9773  0.091
H 15.7042 19.9505 20.3720  0.106
H 14.4419 19.1406 19.3766  0.097
H 13.7385 21.0106 21.8856  0.124
H 13.7108 19.2770 21.6916  0.047
H 12.6645 20.2419 20.6126  0.044
C 10.6294 21.3557 18.9467  -0.090
C 10.0212 20.4381 17.9493  -0.293
N 10.6405 19.1333 17.8675  -0.166
C 9.8007 18.2645 17.0489  -0.262
C 10.4004 16.8909 16.9276  -0.090
C 12.0106 19.1439 17.3971  -0.271
C 12.3248 19.6678 15.9860  -0.049
H 9.9217 22.1437 19.2744  0.083
H 11.5822 21.8164 18.6177  0.071
H 10.8648 20.7668 19.8894  0.071
H 8.9543 20.2781 18.2052  0.116
H 10.0101 20.9389 16.9915  0.105
H 8.8142 18.1607 17.5791  0.119
H 9.5477 18.7130 16.0752  0.116
H 10.6663 16.6572 17.9617  0.038
H 9.7427 16.0828 16.5806  0.084
H 11.3309 16.8674 16.3237  0.073
H 12.3894 18.1343 17.4886  0.073
H 12.6319 19.7055 18.1555  0.101
H 11.8215 18.9278 15.3774  0.056
H 13.3748 19.4766 15.7638  0.061
H 12.0150 20.6984 15.8855  0.070
C 20.5977 16.2591 13.3445  -0.077
C 20.2744 16.9226 14.7065  -0.219
N 20.6085 16.1210 15.9209  -0.191
C 19.8202 14.8758 15.9984  -0.265
C 18.3180 15.0156 15.8361  -0.082
C 22.0036 15.8220 16.1210  -0.289
C 22.6909 17.0306 16.6454  -0.090
H 20.2440 15.2286 13.2743  0.052
H 21.6833 16.1966 13.1373  0.068
H 20.1613 16.7775 12.4612  0.079
H 20.7242 17.9060 14.8477  0.099
H 19.2089 17.1983 14.7243  0.102
H 19.9724 14.4508 17.0084  0.082
H 20.2096 14.0561 15.2670  0.143
H 18.1511 15.1226 14.7345  0.068
H 17.9500 15.9353 16.2479  0.049
H 17.7470 14.2049 16.1966  0.034
H 22.0079 15.0133 16.8180  0.080
H 22.6172 15.5149 15.2187  0.133
H 22.6796 17.8493 15.8989  0.078
H 22.2393 17.4141 17.5487  0.063
H 23.7373 16.7610 16.8544  0.082
C 16.1965 12.2095 17.5094  -0.060
C 16.5674 10.7722 17.8517  -0.419
C 17.4713 10.7038 19.0385  -0.182
O 17.7983 9.3003 19.2608  -0.194
C 18.5802 9.0702 20.3515  -0.148
N 15.3446 9.9330 18.0473  0.043
H 15.7879 12.3691 16.5074  0.080
H 17.0731 12.8923 17.6572  0.073
H 15.4909 12.5980 18.1856  0.030
H 17.0625 10.3271 16.9413  0.150
H 16.9237 11.0769 19.9131  0.124
H 18.3850 11.3228 19.0191  0.107
H 19.4747 9.7359 20.3896  0.092
H 18.9967 8.0608 20.2641  0.092
H 17.9402 9.1808 21.2208  0.083
H 15.5904 8.9450 18.2710  0.083
H 14.8022 10.3500 18.8136  0.038
C 18.5881 19.0109 18.0147  -0.037
C 19.0567 17.9857 19.0463  -0.432
C 18.3420 18.0641 20.3738  -0.204
O 18.5962 19.4030 20.7929  -0.206
C 18.0029 19.6716 22.0542  -0.107
N 19.0847 16.5879 18.6038  0.053
H 18.4881 19.9430 18.7321  0.108
H 17.7047 18.7608 17.3922  0.072
H 19.3434 19.1918 17.2069  0.078
H 20.1181 18.1159 19.2786  0.135
H 18.7255 17.3438 21.0554  0.100
H 17.2861 17.8760 20.1894  0.121
H 18.2344 18.8542 22.8081  0.100
H 16.8756 19.8065 22.0129  0.077
H 18.3939 20.6524 22.4033  0.093
H 19.5429 16.6844 17.7076  0.039
H 18.1078 16.3754 18.3992  0.062
C 19.5117 14.6616 26.3641  -0.062
C 19.9785 14.6377 24.9596  -0.458
C 19.5119 13.3701 24.2269  -0.167
O 18.0986 13.4221 23.8532  -0.227
C 17.7337 12.3131 23.0013  -0.102
N 19.5417 15.8014 24.2523  0.045
H 18.5057 15.0682 26.4426  0.064
H 20.1789 15.1888 27.0385  0.079
H 19.5157 13.6244 26.7466  0.085
H 21.0915 14.6392 24.9444  0.150
H 19.6699 12.5204 24.9664  0.130
H 20.1219 13.1055 23.3827  0.092
H 18.2719 12.3006 22.0727  0.053
H 16.6144 12.4733 22.8332  0.097
H 17.8612 11.3068 23.4428  0.091
H 18.5451 15.8231 24.1097  0.040
H 19.9313 15.9173 23.3073  0.065
C 14.2968 16.5570 24.6499  -0.053
C 15.4624 15.6106 25.0199  -0.467
C 15.6168 15.4498 26.4579  -0.253
O 15.8020 16.6529 27.2048  -0.187
C 15.7285 16.4310 28.6061  -0.096
N 15.2368 14.3647 24.3570  0.059
H 14.4510 17.6215 25.0440  0.099
H 13.3552 16.2183 25.0980  0.072
H 14.2025 16.6380 23.5202  0.071
H 16.3942 16.1042 24.6170  0.149
H 16.2775 14.6511 26.6854  0.103
H 14.6329 14.9938 26.8176  0.140
H 14.7847 15.9069 28.7820  0.082
H 15.7499 17.4111 29.1000  0.093
H 16.5828 15.7923 28.8719  0.089
H 14.3504 13.8967 24.5493  0.105
H 15.9878 13.7241 24.3881  0.031
C 12.4153 17.1211 20.2386  -0.054
C 11.7411 17.0716 21.5681  -0.363
C 10.2871 17.7248 21.5226  -0.185
O 9.4870 17.1346 20.5102  -0.220
C 8.1243 17.6676 20.5018  -0.061
N 11.7435 15.7286 22.2100  0.053
H 12.4695 18.0853 19.8262  0.039
H 11.9066 16.4933 19.4872  0.076
H 13.4169 16.6877 20.2791  0.049
H 12.3606 17.6670 22.2432  0.109
H 10.3684 18.7966 21.3690  0.104
H 9.8164 17.6089 22.5386  0.125
H 7.8990 18.0190 21.5447  0.091
H 7.4318 16.9599 20.0688  0.082
H 8.2001 18.6501 20.0041  0.074
H 11.1657 15.0464 21.7194  0.061
H 11.3847 15.7405 23.1453  0.064
C 11.5378 10.7286 18.3961  -0.050
C 12.0930 11.9484 19.0937  -0.504
C 11.0861 12.9091 19.6672  -0.188
O 9.9257 12.9786 18.8290  -0.176
C 9.1841 14.1486 18.8895  -0.121
N 13.0399 11.5316 20.0555  0.044
H 12.3222 10.1696 17.8871  0.068
H 10.6939 10.9904 17.7273  0.088
H 11.2696 10.0329 19.2051  0.081
H 12.5494 12.5456 18.2715  0.144
H 11.4996 13.9431 19.7825  0.108
H 10.8893 12.6059 20.6852  0.118
H 8.3911 14.0262 18.1881  0.082
H 9.8006 14.9914 18.6317  0.044
H 8.6442 14.3478 19.8474  0.100
H 12.4849 10.9185 20.6425  0.078
H 13.4472 12.3130 20.5829  0.044
C 22.8548 13.9400 20.5676  -0.061
C 21.5335 14.2796 20.0029  -0.481
C 20.7160 13.0861 20.1341  -0.202
O 21.2775 11.9127 19.4619  -0.210
C 21.1456 11.8821 18.0468  -0.115
N 20.9439 15.4502 20.6710  0.074
H 22.7792 13.6245 21.6128  0.087
H 23.4638 14.8636 20.5856  0.088
H 23.3505 13.1189 20.0474  0.086
H 21.6063 14.4505 18.9085  0.123
H 19.7464 13.2466 19.6609  0.108
H 20.5451 12.6606 21.1387  0.120
H 22.0328 12.3960 17.5888  0.096
H 20.2218 12.2728 17.6527  0.057
H 21.1780 10.8372 17.7061  0.092
H 20.2553 15.9159 20.0818  0.013
H 21.6437 16.1160 21.0316  0.084
C 16.8023 14.8738 20.6996  -0.043
C 15.3819 15.2417 20.5164  -0.365
C 14.8795 15.2930 19.1105  -0.213
O 15.2224 16.5227 18.4400  -0.186
C 14.8894 16.3784 17.0973  -0.122
N 14.4464 14.1964 21.2564  0.071
H 16.9549 13.8413 20.3862  0.079
H 17.1734 14.9596 21.7466  0.092
H 17.4191 15.5685 20.2226  0.021
H 15.1627 16.2087 20.9740  0.121
H 13.8247 15.1554 19.1302  0.089
H 15.3121 14.4674 18.5550  0.093
H 15.0808 17.2803 16.5279  0.076
H 13.8287 16.1216 17.0588  0.083
H 15.5441 15.5027 16.6591  0.111
H 13.5130 14.6695 21.3224  0.036
H 14.7268 14.2312 22.2104  -0.002

***

3.
Formula: C15H31F5IrOP2Te
Source: the OMol25 dataset
Level of theory: ωB97M-V/def2-TZVPD

Computed properties:
Energy relative to the best compared isomer or geometry (same formula, charge and spin)   0.0 kJ/mol
Charge   +2
Spin multiplicity   6
E_LUMO (spin up / spin down)   -9.530 / -9.875 eV
Electronic energy   -2218.70520 Eh
Max |F|   5.9 eV/Å

Last column: Löwdin charge in e.
Element x y z (Å)
P 0.4398 -3.4976 -1.1539  0.524
P 0.7089 0.5307 -1.1197  1.020
C -0.4014 -1.9723 -1.8427  -0.385
C 0.6121 -0.9064 -2.2784  -0.370
H -1.0797 -1.6095 -1.0487  0.070
H -0.9762 -2.3656 -2.6828  0.093
H 1.6499 -1.2779 -2.3165  0.072
H 0.3407 -0.4951 -3.2542  0.101
C -0.1929 1.8015 -2.1253  -0.214
H -0.4462 2.6776 -1.5166  0.028
H -1.1249 1.3947 -2.5171  0.053
H 0.3960 2.1436 -2.9791  0.069
C 2.3896 1.1772 -1.4954  -0.197
H 2.4961 1.2417 -2.5897  0.074
H 3.1251 0.4723 -1.0889  0.060
H 2.5458 2.1699 -1.0503  0.049
C -1.0312 -4.3533 -0.5333  -0.204
H -0.8784 -4.7194 0.4834  0.056
H -1.2744 -5.1855 -1.2094  0.070
H -1.8400 -3.6172 -0.5178  0.050
C 1.1713 -4.4689 -2.4830  -0.211
H 2.0974 -4.0118 -2.8628  0.065
H 0.4448 -4.5344 -3.3182  0.075
H 1.4316 -5.4694 -2.1066  0.066
Ir 1.4940 -2.4536 0.2785  0.961
C -0.7251 4.5174 0.3895  0.058
C -2.0542 4.4392 0.1658  0.099
C -2.8557 3.4016 -0.5824  -0.092
C -2.6228 1.8868 -0.2495  -0.161
C -1.5425 1.5493 0.7012  -0.087
C -0.1533 1.6285 0.6734  -0.256
C 0.7833 2.6707 1.2571  -0.127
C -0.0100 3.9444 1.5952  -0.106
C 2.0665 -4.3913 0.6344  -0.277
H -0.0851 5.1011 -0.2947  0.178
H -2.6644 5.2658 0.5379  0.174
H -2.6908 3.4990 -1.6648  0.150
H -3.9132 3.6417 -0.4025  0.135
H -3.5452 1.4913 0.2200  0.138
H -2.5213 1.3040 -1.1826  0.104
H -1.9442 1.2653 1.6814  0.122
H 0.2427 0.6256 1.0316  0.045
H 1.6711 2.8736 0.6185  0.122
H 1.1635 2.2101 2.1909  0.123
H -0.7391 3.6979 2.3853  0.145
H 0.6847 4.6672 2.0379  0.154
H 3.1341 -4.2924 0.3963  0.024
H 1.6844 -5.1783 -0.0308  -0.013
H 1.9861 -4.7197 1.6816  0.042
F -1.0586 0.5187 3.4273  -0.451
Te 0.2939 -0.6643 4.2938  2.079
F -0.3337 0.2044 5.8600  -0.380
F -1.1647 -1.9409 4.6992  -0.413
F 1.4950 0.9183 4.2150  -0.430
F 1.5231 -1.5587 5.5521  -0.399
O 1.7971 -1.2476 1.4905  -0.673